Molecular formula: C12H45N3O9
Method: DFT, the ωB97M-V functional and the def2-TZVPD basis

Output
Energy above the lowest of the compared OMol25 structures with the same formula, charge and spin in eV: 1.542
SMILES: COC[C@H](C)N.COC[C@H](C)N.COC[C@H](C)N.O.O.O.O.O.O
Maximum force in eV/Å: 3.1
E_tot in Eh: -1325.55275
E_HOMO in eV: -8.94
HOMO-LUMO gap in eV: 8.91

Geometry (Å):
1 C 0.08 -0.38 6.09
2 O -0.38 0.04 4.84
3 C -1.10 -0.90 4.05
4 C -1.22 -0.51 2.60
5 C -2.08 0.73 2.36
6 N -1.80 -1.56 1.79
7 H 0.23 0.42 6.82
8 H 0.94 -1.02 5.90
9 H -0.63 -1.02 6.60
10 H -0.54 -1.83 4.05
11 H -2.13 -1.02 4.38
12 H -0.27 -0.24 2.15
13 H -3.04 0.57 2.87
14 H -2.28 0.95 1.31
15 H -1.63 1.57 2.89
16 H -1.85 -1.31 0.81
17 H -1.28 -2.43 1.80
18 C 1.44 -1.80 -0.10
19 O 2.57 -2.28 -0.74
20 C 3.42 -1.31 -1.30
21 C 4.37 -1.98 -2.27
22 C 5.58 -1.00 -2.53
23 N 3.69 -2.29 -3.53
24 H 0.80 -2.61 0.25
25 H 0.86 -1.25 -0.83
26 H 1.71 -1.13 0.72
27 H 2.83 -0.53 -1.77
28 H 3.86 -0.78 -0.45
29 H 4.85 -2.88 -1.87
30 H 6.10 -0.97 -1.58
31 H 5.24 -0.01 -2.82
32 H 6.24 -1.46 -3.27
33 H 4.45 -2.31 -4.19
34 H 3.09 -1.52 -3.79
35 C 1.17 2.68 2.69
36 O 0.41 2.72 1.49
37 C 1.05 2.23 0.35
38 C 0.08 2.32 -0.87
39 C 0.72 1.69 -2.14
40 N -0.31 3.65 -1.13
41 H 1.36 1.67 3.06
42 H 0.65 3.18 3.51
43 H 2.18 3.08 2.60
44 H 1.99 2.78 0.21
45 H 1.39 1.23 0.60
46 H -0.75 1.65 -0.64
47 H 0.88 0.63 -1.92
48 H 1.69 2.11 -2.39
49 H 0.00 1.63 -2.96
50 H 0.42 4.30 -1.35
51 H -0.50 3.98 -0.20
52 O -0.19 -1.18 -3.08
53 H 0.59 -0.94 -3.58
54 H -0.69 -1.74 -3.66
55 O -5.58 -0.62 -1.00
56 H -6.36 -0.67 -0.46
57 H -5.05 -1.38 -0.74
58 O -3.76 0.57 -2.46
59 H -4.52 0.37 -1.92
60 H -3.75 -0.11 -3.13
61 O -3.97 -2.99 -0.67
62 H -3.55 -2.92 -1.53
63 H -3.30 -2.69 -0.05
64 O -3.12 3.29 -1.79
65 H -2.17 3.39 -1.80
66 H -3.27 2.41 -2.15
67 O -2.03 -0.99 -1.07
68 H -2.60 -0.33 -1.46
69 H -1.23 -0.96 -1.60

Here are the Mulliken charges for atoms 1 to 5, given in e:
1 C -0.861
2 O -0.251
3 C -0.874
4 C 1.705
5 C -1.692

***

Molecular formula: C4H5NO2
Method: DFT, the ωB97M-V functional and the def2-TZVPD basis

Output
Energy above the lowest of the compared OMol25 structures with the same formula, charge and spin in eV: 2.292
SMILES: N#CC1(O)COC1
Maximum force in eV/Å: 1.0
E_tot in Eh: -360.58519
E_HOMO in eV: -10.72
HOMO-LUMO gap in eV: 11.34

Geometry (Å):
1 N 2.80 -0.73 0.02
2 C 1.74 -0.28 -0.01
3 C 0.40 0.26 -0.01
4 O 0.56 1.66 0.03
5 C -0.56 -0.30 1.05
6 O -1.55 -0.60 0.05
7 C -0.61 -0.33 -1.03
8 H -0.31 2.01 -0.17
9 H -0.29 -1.21 1.55
10 H -0.90 0.41 1.85
11 H -0.96 0.37 -1.79
12 H -0.31 -1.25 -1.53

Here are the Mulliken charges for atoms 1 to 5, given in e:
1 N -0.382
2 C -0.189
3 C 1.168
4 O -0.538
5 C -0.568

***

Molecular formula: C3H5NO
Method: DFT, the ωB97M-V functional and the def2-TZVPD basis

Output
Energy above the lowest of the compared OMol25 structures with the same formula, charge and spin in eV: 0.921
Maximum force in eV/Å: 1.4
E_tot in Eh: -247.27338
E_HOMO in eV: -8.49
HOMO-LUMO gap in eV: 9.59

Geometry (Å):
1 O -2.34 0.96 -0.96
2 C -1.53 0.98 -1.75
3 C 0.80 0.06 0.18
4 C 0.41 0.17 1.45
5 N 0.54 -1.02 -0.67
6 H 0.37 -0.75 -1.63
7 H 1.44 0.82 -0.27
8 H 0.73 1.00 2.06
9 H -0.23 -0.58 1.92
10 H -0.18 -1.64 -0.33

Here are the Mulliken charges for atoms 1 to 5, given in e:
1 O -0.133
2 C 0.109
3 C 0.032
4 C -0.747
5 N -0.529